Entry 1:
C26H15CaCl3F3N7O2S as an isolated structure at a distorted geometry. Source: OMol25; level of theory: the ωB97M-V functional and the def2-TZVPD basis.

LUMO ... -1.3 eV
2S+1 ... 1
M ... 693.0 g mol⁻¹
Frontier orbital gap ... 0.235 Eh

Each line ends with the natural charge from an NBO analysis.
Cartesian coordinates (Å):
Ca 0.727 -1.236 -0.719  1.721
C -0.214 2.114 -3.949  0.004
C -0.020 0.862 -3.388  0.030
N -0.221 0.650 -2.095  -0.442
C -0.646 1.679 -1.349  0.116
C -0.835 2.926 -1.927  0.015
N -0.612 3.150 -3.219  -0.352
C -0.961 1.384 0.089  0.293
C -1.388 2.348 0.984  -0.235
C -1.728 1.984 2.283  0.028
C -1.613 0.643 2.625  -0.232
C -1.133 -0.261 1.694  0.278
N -0.831 0.106 0.447  -0.540
C -0.897 -1.707 2.005  0.098
C -0.992 -2.246 3.279  0.028
N -0.745 -3.530 3.523  -0.356
C -0.393 -4.281 2.486  0.012
C -0.286 -3.753 1.207  0.034
N -0.539 -2.475 0.972  -0.445
C -2.183 2.999 3.278  -0.038
C -2.636 4.252 2.886  -0.231
C -3.034 5.168 3.847  0.043
N -3.010 4.923 5.157  -0.396
C -2.577 3.720 5.531  0.044
C -2.159 2.742 4.643  -0.229
H -0.042 2.285 -5.005  0.210
H 0.297 0.013 -3.984  0.224
H -1.180 3.774 -1.348  0.198
H -1.431 3.382 0.678  0.221
H -1.896 0.298 3.608  0.223
H -1.263 -1.640 4.135  0.198
H -0.182 -5.325 2.678  0.209
H 0.009 -4.356 0.355  0.230
H -2.714 4.529 1.843  0.214
H -3.391 6.147 3.547  0.199
H -2.556 3.527 6.598  0.200
H -1.797 1.803 5.038  0.217
F 0.400 -4.832 -4.995  -0.311
C 0.647 -3.629 -5.515  0.983
F 1.217 -3.843 -6.725  -0.336
F -0.534 -3.042 -5.756  -0.320
C 1.538 -2.779 -4.644  -0.243
C 2.695 -2.262 -5.186  -0.107
C 3.533 -1.452 -4.425  -0.317
C 3.153 -1.200 -3.131  0.074
N 2.033 -1.685 -2.583  -0.625
C 1.188 -2.479 -3.298  0.094
S -0.257 -3.011 -2.512  -0.435
H 2.948 -2.493 -6.212  0.234
H 4.445 -1.038 -4.828  0.226
H 3.763 -0.579 -2.482  0.205
Cl 4.528 0.185 2.312  0.035
C 2.793 -0.157 2.510  -0.199
Cl 1.948 1.324 3.015  0.018
Cl 2.567 -1.401 3.741  0.041
C 2.277 -0.633 1.101  0.697
O 2.163 -1.862 0.913  -0.738
O 2.026 0.269 0.265  -0.769


Entry 2:
C22H32N2O5S in the gas phase at a distorted geometry. Source: OMol25; level of theory: the ωB97M-V functional and the def2-TZVPD basis.

LUMO ... 0.5 eV
2S+1 ... 1
M ... 436.6 g mol⁻¹
Frontier orbital gap ... 0.324 Eh

Each line ends with the natural charge from an NBO analysis.
Cartesian coordinates (Å):
C -1.940 -2.716 -2.664  -0.253
O -1.396 -2.831 -1.372  -0.486
C -0.186 -2.269 -1.131  0.285
C 0.640 -1.716 -2.095  -0.273
C 1.847 -1.132 -1.737  -0.182
C 2.218 -1.112 -0.414  -0.351
S 3.655 -0.181 0.096  2.333
O 4.548 -0.054 -1.018  -0.940
O 4.159 -0.721 1.328  -0.949
N 3.100 1.359 0.433  -0.670
C 2.406 1.541 1.687  -0.233
C 0.890 1.544 1.512  -0.433
C 0.433 2.643 0.537  -0.307
C -0.589 2.062 -0.443  0.700
O -0.505 0.935 -0.889  -0.648
N -1.559 2.925 -0.812  -0.623
C -2.665 2.533 -1.656  -0.216
C -3.951 2.276 -0.854  -0.433
C -3.800 1.091 0.066  0.005
C -4.017 -0.147 -0.356  -0.175
C -3.862 -1.374 0.484  -0.452
C -3.735 -1.035 1.965  -0.391
C -2.776 0.137 2.132  -0.389
C -3.375 1.379 1.480  -0.431
C 1.626 3.183 -0.275  -0.390
C 2.523 2.035 -0.716  -0.248
C 1.430 -1.693 0.568  -0.308
C 0.228 -2.283 0.224  0.331
O -0.627 -2.881 1.095  -0.498
C -0.258 -2.939 2.451  -0.253
H -2.941 -3.140 -2.600  0.201
H -2.006 -1.668 -2.973  0.183
H -1.357 -3.279 -3.400  0.178
H 0.346 -1.716 -3.132  0.223
H 2.504 -0.704 -2.477  0.240
H 2.739 2.483 2.140  0.192
H 2.728 0.727 2.337  0.243
H 0.407 1.670 2.483  0.216
H 0.586 0.581 1.097  0.242
H -0.023 3.476 1.082  0.206
H -1.623 3.825 -0.363  0.392
H -2.360 1.614 -2.159  0.232
H -2.837 3.317 -2.400  0.194
H -4.756 2.094 -1.568  0.218
H -4.201 3.170 -0.277  0.198
H -4.315 -0.318 -1.384  0.191
H -4.714 -2.039 0.319  0.208
H -2.967 -1.911 0.156  0.239
H -3.374 -1.906 2.514  0.205
H -4.712 -0.759 2.371  0.193
H -2.575 0.327 3.189  0.201
H -1.833 -0.102 1.636  0.202
H -2.648 2.195 1.494  0.199
H -4.248 1.714 2.054  0.208
H 1.265 3.716 -1.156  0.223
H 2.200 3.883 0.333  0.212
H 3.349 2.394 -1.336  0.220
H 1.926 1.333 -1.311  0.214
H 1.792 -1.669 1.583  0.247
H -0.177 -1.939 2.890  0.176
H 0.688 -3.473 2.588  0.183
H -1.056 -3.488 2.948  0.202


Entry 3:
An isolated ion of composition C16H29N2 and charge +1 at a distorted geometry. Source: OMol25; level of theory: the ωB97M-V functional and the def2-TZVPD basis.

LUMO ... -3.0 eV
2S+1 ... 1
M ... 249.4 g mol⁻¹
Frontier orbital gap ... 0.363 Eh
Total charge ... +1

Each line ends with the natural charge from an NBO analysis.
Cartesian coordinates (Å):
C 0.819 1.135 7.631  -0.618
C 0.196 0.489 6.378  -0.395
C 0.601 1.334 5.186  -0.396
C -0.162 1.029 3.843  -0.384
C 0.147 -0.355 3.265  -0.409
C -0.996 -0.646 2.306  -0.379
C -0.891 -0.206 0.858  -0.398
C -2.122 -0.499 0.001  -0.210
N -1.816 -0.346 -1.481  -0.299
C -2.226 0.650 -2.363  -0.001
C -1.455 0.602 -3.463  -0.065
N -0.539 -0.445 -3.286  -0.276
C 0.511 -0.988 -4.241  -0.036
C 0.191 -1.205 -5.760  -0.419
C 1.530 -0.902 -6.366  -0.407
C 2.196 0.236 -5.785  -0.403
C 1.602 0.120 -4.359  -0.416
C -0.871 -1.124 -2.190  0.259
H 0.411 2.118 7.956  0.221
H 1.818 1.346 7.250  0.198
H 1.000 0.353 8.405  0.221
H 0.499 -0.609 6.203  0.201
H -0.952 0.498 6.483  0.190
H 0.514 2.376 5.446  0.207
H 1.628 1.102 5.001  0.193
H -1.209 1.182 4.045  0.199
H 0.169 1.607 3.010  0.195
H 1.102 -0.525 2.857  0.211
H 0.057 -1.090 4.068  0.213
H -1.944 -0.203 2.639  0.199
H -1.303 -1.731 2.226  0.196
H -0.096 -0.792 0.403  0.189
H -0.683 0.850 0.849  0.211
H -2.464 -1.476 0.186  0.218
H -2.933 0.137 0.416  0.239
H -2.861 1.401 -2.052  0.242
H -1.449 1.306 -4.210  0.249
H 0.883 -1.943 -3.832  0.226
H -0.229 -2.149 -6.067  0.241
H -0.567 -0.473 -6.142  0.213
H 2.322 -1.765 -6.241  0.208
H 1.485 -0.722 -7.413  0.233
H 1.962 1.171 -6.291  0.211
H 3.282 0.132 -5.793  0.229
H 2.369 0.063 -3.553  0.234
H 1.037 1.058 -4.221  0.209
H -0.566 -2.098 -1.802  0.256


Entry 4:
C6H12O as an isolated structure. Source: OMol25; level of theory: the ωB97M-V functional and the def2-TZVPD basis.

LUMO ... 0.9 eV
2S+1 ... 1
M ... 100.2 g mol⁻¹
Frontier orbital gap ... 0.293 Eh

Each line ends with the natural charge from an NBO analysis.
Cartesian coordinates (Å):
C 1.897 1.097 -0.026  -0.636
C 1.080 -0.082 0.418  -0.088
C 1.439 -1.401 0.042  -0.733
C -0.729 0.360 -0.657  -0.528
C -1.763 -0.752 -0.692  -0.446
C -1.932 0.400 0.224  0.061
O -1.803 0.129 1.602  -0.714
H 1.356 2.040 0.086  0.219
H 2.804 1.124 0.590  0.230
H 2.207 0.986 -1.069  0.221
H 0.522 0.017 1.345  0.244
H 2.170 -1.556 -0.745  0.214
H 0.324 -0.696 -0.497  0.446
H 1.133 -2.242 0.651  0.227
H -0.660 1.044 -1.503  0.211
H -2.432 -0.864 -1.542  0.218
H -1.459 -1.702 -0.237  0.215
H -2.725 1.115 -0.007  0.173
H -1.580 0.965 2.034  0.465


Entry 5:
A 2-piece molecular cluster, C3H5N2O3 overall at a distorted geometry. Source: OMol25; level of theory: the ωB97M-V functional and the def2-TZVPD basis.

LUMO ... -8.7 eV
2S+1 ... 1
M ... 117.1 g mol⁻¹
Frontier orbital gap ... 0.165 Eh
Total charge ... +1

Each line ends with the natural charge from an NBO analysis.
Cartesian coordinates (Å):
C -1.346 0.115 -1.373  0.900
C 0.550 -0.378 -0.092  -0.234
C -0.316 0.713 0.503  -0.083
N -0.161 -0.588 -1.396  -0.637
N -3.789 0.082 -4.916  0.729
O -3.950 0.577 -3.975  0.225
O -2.113 0.074 -2.301  -0.714
O -1.487 0.827 -0.266  -0.454
H 1.594 -0.201 -0.124  0.232
H 0.336 -1.277 0.650  0.198
H -0.621 0.584 1.579  0.216
H 0.157 1.644 0.389  0.192
H -0.160 -1.296 -2.135  0.432